Entry 1:
# C7H12N2OS

One molecule with the formula C7H12N2OS in a non-equilibrium geometry (ωB97M-V/def2-TZVPD, the OMol25 dataset).

Kohn-Sham gap: 9.79 eV
structure (SMILES): CCCC[C@H]1SC(N)=NC1=O
spin multiplicity: 1
relative energy (zero: lowest compared OMol25 entry of this formula, charge and spin): 0.6363 eV

Last columns: bonded neighbours and bond lengths (Å).
Geometry (Å):
1 S -2.362 -1.199 -0.206  C6 1.805, C7 1.805
2 O -0.214 1.914 -0.260  C5 1.226
3 N -4.533 0.301 0.297  C7 1.357, H16 1.045, H19 1.054
4 N -2.501 1.421 -0.134  C5 1.422, C7 1.267
5 C -1.122 1.089 -0.231  O2 1.226, N4 1.422, C6 1.517
6 C -0.770 -0.375 -0.412  S1 1.805, C5 1.517, C10 1.542, H15 1.127
7 C -3.217 0.380 -0.026  S1 1.805, N3 1.357, N4 1.267
8 C 1.544 -1.233 -0.102  C10 1.501, C11 1.524, H12 1.156, H21 1.107
9 C 2.970 0.834 0.460  C11 1.541, H20 1.143, H22 1.140, H23 1.103
10 C 0.276 -0.864 0.611  C6 1.542, C8 1.501, H13 1.111, H17 1.097
11 C 2.355 -0.058 -0.635  C8 1.524, C9 1.541, H14 1.135, H18 1.110
12 H 1.215 -1.876 -1.005  C8 1.156
13 H -0.094 -1.728 1.203  C10 1.111
14 H 1.729 0.606 -1.311  C11 1.135
15 H -0.543 -0.618 -1.488  C6 1.127
16 H -5.043 1.192 0.100  N3 1.045
17 H 0.521 -0.128 1.387  C10 1.097
18 H 3.224 -0.421 -1.221  C11 1.110
19 H -5.010 -0.637 0.253  N3 1.054
20 H 2.163 1.490 0.935  C9 1.143
21 H 2.219 -1.853 0.519  C8 1.107
22 H 3.743 1.558 0.038  C9 1.140
23 H 3.449 0.205 1.228  C9 1.103

natural (NBO) charges in e: 0.18, -0.55, -0.80, -0.57, 0.67, -0.45, 0.36, -0.39, -0.62, -0.42, -0.41, 0.19, 0.22, 0.22, 0.26, 0.42, 0.23, 0.20, 0.42, 0.22, 0.21, 0.21, 0.20

***

Entry 2:
# C7H12BrN3O

One molecule with the formula C7H12BrN3O in a non-equilibrium geometry (ωB97M-V/def2-TZVPD, the OMol25 dataset).

Kohn-Sham gap (spin up / spin down): 8.37 / 8.37 eV
structure (SMILES): C=C=NN(C)/[N+]([O-])=C\[C@@H](Br)CC
spin multiplicity: 1
relative energy (zero: lowest compared OMol25 entry of this formula, charge and spin): 4.9760 eV

Last columns: bonded neighbours and bond lengths (Å).
Geometry (Å):
1 Br 3.584 0.513 0.104  C10 2.043
2 O -0.740 1.972 -1.469  N4 1.228
3 N -1.622 1.284 0.772  N5 1.371, C7 1.215
4 N 0.059 1.324 -0.800  O2 1.228, N5 1.394, C6 1.290
5 N -0.268 1.303 0.555  N3 1.371, N4 1.394, C8 1.430
6 C 1.015 0.642 -1.333  N4 1.290, C10 1.452, H15 1.123
7 C -2.543 1.449 -0.003  N3 1.215, C11 1.328
8 C 0.405 1.840 1.696  N5 1.430, H17 1.123, H18 1.119, H19 1.168
9 C 1.328 -1.135 0.407  C10 1.495, C12 1.528, H16 1.081, H23 1.114
10 C 1.904 -0.321 -0.707  Br1 2.043, C6 1.452, C9 1.495, H14 1.065
11 C -3.707 1.402 -0.639  C7 1.328, H20 1.114, H22 1.095
12 C 0.272 -2.137 -0.060  C9 1.528, H13 1.115, H21 1.125, H24 1.079
13 H 0.690 -2.678 -0.941  C12 1.115
14 H 2.259 -0.807 -1.586  C10 1.065
15 H 1.056 0.843 -2.438  C6 1.123
16 H 2.172 -1.758 0.669  C9 1.081
17 H 1.300 2.467 1.435  C8 1.123
18 H -0.354 2.456 2.239  C8 1.119
19 H 0.737 1.039 2.478  C8 1.168
20 H -4.314 0.468 -0.670  C11 1.114
21 H 0.295 -2.932 0.736  C12 1.125
22 H -3.998 2.343 -1.117  C11 1.095
23 H 0.997 -0.510 1.267  C9 1.114
24 H -0.693 -1.696 -0.259  C12 1.079

natural (NBO) charges in e: -0.08, -0.47, -0.31, 0.28, -0.16, -0.06, 0.41, -0.42, -0.44, -0.21, -0.63, -0.61, 0.20, 0.24, 0.23, 0.22, 0.23, 0.24, 0.20, 0.24, 0.22, 0.24, 0.23, 0.22

***

Entry 3:
# C53H78BrClN5O16PS7

A 6-piece molecular cluster, C53H78BrClN5O16PS7 overall (ωB97M-V/def2-TZVPD, the OMol25 dataset).

Kohn-Sham gap: 7.53 eV
structure (SMILES): NC(=O)CCc1cc(CP(=O)(O)O)c2c(c1CCSc1nnco1)Sc1c(ccc(CCCCn3cccc3)c1CCCCl)N2CC(=O)Br.O=S1(=O)CCCC1.O=S1(=O)CCCC1.O=S1(=O)CCCC1.O=S1(=O)CCCC1.O=S1(=O)CCCC1
spin multiplicity: 1
relative energy (zero: lowest compared OMol25 entry of this formula, charge and spin): 0.0000 eV

Last columns: bonded neighbours and bond lengths (Å).
Geometry (Å):
1 Br 1.627 -7.136 -2.707  C51 1.934
2 Cl -4.188 1.034 -1.203  C77 1.778
3 S -3.465 0.798 1.573  C43 1.733, C71 1.853
4 S -1.254 -2.787 -0.764  C54 1.767, C56 1.778
5 S -1.940 5.775 8.100  O15 1.442, O23 1.445, C63 1.798, C83 1.789
6 S 3.874 -0.811 -15.112  O12 1.440, O16 1.440, C42 1.792, C55 1.801
7 S -0.304 2.038 -5.282  O14 1.444, O21 1.439, C57 1.799, C81 1.791
8 S -3.966 7.662 14.268  O11 1.441, O24 1.442, C41 1.792, C70 1.799
9 S 0.627 -3.527 9.951  O13 1.441, O20 1.444, C64 1.795, C74 1.790
10 P 3.899 -5.066 1.898  O19 1.599, O22 1.458, O26 1.605, C52 1.799
11 O -5.121 8.420 14.681  S8 1.441
12 O 4.581 -1.694 -14.221  S6 1.440
13 O -0.198 -4.638 9.551  S9 1.441
14 O -0.577 0.782 -4.625  S7 1.444
15 O -1.173 6.993 8.004  S5 1.442
16 O 2.953 0.174 -14.606  S6 1.440
17 O -0.890 -6.310 -2.086  C51 1.174
18 O 0.620 1.076 5.651  C50 1.193
19 O 4.435 -4.335 3.215  P10 1.599, H159 0.961
20 O 1.874 -3.267 9.272  S9 1.444
21 O -1.282 2.614 -6.168  S7 1.439
22 O 4.771 -6.137 1.431  P10 1.458
23 O -2.954 5.644 9.121  S5 1.445
24 O -3.381 6.685 15.154  S8 1.442
25 O -4.025 -1.221 3.281  C43 1.357, C45 1.339
26 O 2.425 -5.576 2.277  P10 1.605, H101 0.963
27 N -3.384 -0.434 5.225  N29 1.397, C45 1.287
28 N -0.210 -1.016 -10.458  C34 1.367, C39 1.451, C49 1.373
29 N -3.152 0.544 4.254  N27 1.397, C43 1.295
30 N -0.183 -0.587 7.000  C50 1.434, H142 1.016, H157 1.017
31 N 1.350 -4.126 -0.969  C36 1.486, C67 1.437, C84 1.430
32 C -0.028 -2.518 -4.630  C38 1.414, C40 1.401, C62 1.510
33 C 0.743 -2.122 12.160  C74 1.527, C75 1.537, H118 1.088, H119 1.092
34 C -0.745 0.100 -11.039  N28 1.367, C47 1.373, H143 1.073
35 C -1.065 3.561 6.894  C63 1.535, C72 1.535, H88 1.092, H107 1.084
36 C 0.712 -5.410 -0.575  N31 1.486, C51 1.496, H134 1.083, H139 1.086
37 C 0.982 -0.592 -12.294  C47 1.407, C49 1.374, H145 1.074
38 C -0.812 -2.354 -3.465  C32 1.414, C56 1.390, C82 1.503
39 C -0.707 -1.611 -9.233  N28 1.451, C66 1.511, H110 1.089, H154 1.087
40 C 1.210 -3.166 -4.531  C32 1.401, C69 1.382, H85 1.078
41 C -2.676 8.772 13.710  S8 1.792, C60 1.526, H116 1.087, H148 1.089
42 C 5.055 -0.014 -16.198  S6 1.792, C65 1.525, H102 1.087, H121 1.089
43 C -3.535 0.035 3.127  S3 1.733, O25 1.357, N29 1.295
44 C -1.352 -0.994 1.809  C71 1.516, C78 1.507, H94 1.085, H152 1.077
45 C -3.893 -1.435 4.597  O25 1.339, N27 1.287, H124 1.072
46 C -0.188 -2.974 -7.174  C62 1.539, C66 1.526, H140 1.082, H153 1.086
47 C -0.031 0.378 -12.178  C34 1.373, C37 1.407, H122 1.072
48 C 1.675 3.555 -4.335  C57 1.535, C76 1.536, H141 1.091, H146 1.088
49 C 0.847 -1.444 -11.223  N28 1.373, C37 1.374, H155 1.070
50 C 0.396 -0.088 5.787  O18 1.193, N30 1.434, C58 1.509
51 C 0.230 -6.203 -1.748  Br1 1.934, O17 1.174, C36 1.496
52 C 3.662 -3.743 0.701  P10 1.799, C79 1.498, H105 1.080, H151 1.086
53 C 1.030 -0.432 3.387  C58 1.520, C59 1.508, H131 1.080, H156 1.085
54 C 0.089 -2.491 0.346  S4 1.767, C78 1.388, C84 1.393
55 C 3.067 -1.794 -16.386  S6 1.801, C80 1.534, H126 1.088, H158 1.087
56 C -0.331 -2.896 -2.279  S4 1.778, C38 1.390, C67 1.386
57 C 0.191 3.271 -4.068  S7 1.799, C48 1.535, H112 1.087, H149 1.088
58 C 0.690 -1.101 4.708  C50 1.509, C53 1.520, H87 1.086, H103 1.089
59 C 1.081 -1.407 2.237  C53 1.508, C73 1.396, C78 1.402
60 C -2.129 8.104 12.452  C41 1.526, C61 1.535, H93 1.092, H97 1.089
61 C -3.350 7.602 11.669  C60 1.535, C70 1.534, H95 1.089, H114 1.092
62 C -0.391 -1.999 -6.001  C32 1.510, C46 1.539, H86 1.077, H123 1.082
63 C -0.815 4.375 8.171  S5 1.798, C35 1.535, H91 1.088, H147 1.087
64 C -0.337 -2.013 9.944  S9 1.795, C75 1.533, H90 1.087, H144 1.086
65 C 5.170 -0.961 -17.388  C42 1.525, C80 1.535, H135 1.092, H136 1.089
66 C 0.374 -2.262 -8.401  C39 1.511, C46 1.526, H128 1.084, H162 1.089
67 C 0.883 -3.560 -2.205  N31 1.437, C56 1.386, C69 1.384
68 C -2.297 -0.433 -2.517  C77 1.513, C82 1.556, H106 1.079, H161 1.085
69 C 1.672 -3.682 -3.335  C40 1.382, C67 1.384, H133 1.076
70 C -4.270 6.892 12.670  S8 1.799, C61 1.534, H104 1.086, H137 1.088
71 C -1.869 0.120 0.921  S3 1.853, C44 1.516, H96 1.081, H129 1.081
72 C -1.564 4.540 5.821  C35 1.535, C83 1.526, H98 1.092, H160 1.089
73 C 2.273 -2.085 1.977  C59 1.396, C79 1.392, H130 1.081
74 C 0.913 -3.573 11.717  S9 1.790, C33 1.527, H115 1.089, H117 1.087
75 C -0.487 -1.586 11.409  C33 1.537, C64 1.533, H100 1.091, H120 1.088
76 C 1.933 3.289 -5.825  C48 1.536, C81 1.525, H92 1.092, H138 1.088
77 C -3.595 -0.550 -1.750  Cl2 1.778, C68 1.513, H113 1.082, H125 1.084
78 C -0.042 -1.635 1.430  C44 1.507, C54 1.388, C59 1.402
79 C 2.387 -2.988 0.925  C52 1.498, C73 1.392, C84 1.398
80 C 3.736 -1.405 -17.711  C55 1.534, C65 1.535, H109 1.091, H150 1.088
81 C 1.270 1.951 -6.133  S7 1.791, C76 1.525, H127 1.091, H132 1.088
82 C -2.149 -1.666 -3.454  C38 1.503, C68 1.556, H99 1.091, H111 1.075
83 C -2.633 5.394 6.495  S5 1.789, C72 1.526, H89 1.087, H108 1.089
84 C 1.274 -3.181 0.102  N31 1.430, C54 1.393, C79 1.398
85 H 1.830 -3.265 -5.408  C40 1.078
86 H -1.401 -1.628 -6.051  C62 1.077
87 H -0.178 -1.746 4.610  C58 1.086
88 H -1.831 2.806 7.080  C35 1.092
89 H -2.856 6.325 5.979  C83 1.087
90 H -1.293 -2.218 9.469  C64 1.087
91 H 0.196 4.775 8.209  C63 1.088
92 H 1.477 4.075 -6.429  C76 1.092
93 H -1.494 7.259 12.730  C60 1.092
94 H -2.107 -1.772 1.850  C44 1.085
95 H -3.069 6.931 10.860  C61 1.089
96 H -2.093 -0.268 -0.062  C71 1.081
97 H -1.528 8.795 11.863  C60 1.089
98 H -0.741 5.173 5.484  C72 1.092
99 H -2.895 -2.407 -3.166  C82 1.091
100 H -1.394 -2.021 11.831  C75 1.091
101 H 1.950 -4.977 2.863  O26 0.963
102 H 5.986 0.134 -15.656  C42 1.087
103 H 1.556 -1.670 5.046  C58 1.089
104 H -5.324 7.006 12.433  C70 1.086
105 H 3.732 -4.168 -0.289  C52 1.080
106 H -2.365 0.462 -3.116  C68 1.079
107 H -0.168 3.039 6.581  C35 1.084
108 H -3.550 4.829 6.663  C83 1.089
109 H 3.193 -0.577 -18.170  C80 1.091
110 H -1.485 -2.334 -9.477  C39 1.089
111 H -2.431 -1.348 -4.441  C82 1.075
112 H 0.006 2.868 -3.076  C57 1.087
113 H -4.362 -0.948 -2.402  C77 1.082
114 H -3.872 8.454 11.227  C61 1.092
115 H 0.149 -4.217 12.150  C74 1.089
116 H -1.947 8.892 14.507  C41 1.087
117 H 1.901 -3.984 11.905  C74 1.087
118 H 0.624 -2.048 13.239  C33 1.088
119 H 1.627 -1.546 11.880  C33 1.092
120 H -0.572 -0.505 11.494  C75 1.088
121 H 4.632 0.946 -16.489  C42 1.089
122 H -0.218 1.185 -12.858  C47 1.072
123 H 0.240 -1.137 -6.171  C62 1.082
124 H -4.206 -2.383 4.988  C45 1.072
125 H -3.528 -1.229 -0.907  C77 1.084
126 H 3.231 -2.840 -16.137  C55 1.088
127 H 1.828 1.118 -5.703  C81 1.091
128 H 0.925 -2.959 -9.023  C66 1.084
129 H -1.197 0.967 0.887  C71 1.081
130 H 3.132 -1.890 2.604  C73 1.081
131 H 0.335 0.371 3.191  C53 1.080
132 H 1.089 1.776 -7.192  C81 1.088
133 H 2.609 -4.205 -3.251  C69 1.076
134 H 1.433 -5.987 -0.007  C36 1.083
135 H 5.775 -1.828 -17.115  C65 1.092
136 H 5.645 -0.475 -18.237  C65 1.089
137 H -4.024 5.837 12.770  C70 1.088
138 H 2.997 3.265 -6.055  C76 1.088
139 H -0.152 -5.254 0.065  C36 1.086
140 H 0.480 -3.789 -6.926  C46 1.082
141 H 2.293 2.885 -3.733  C48 1.091
142 H 0.275 -1.471 7.202  N30 1.016
143 H -1.590 0.637 -10.654  C34 1.073
144 H 0.218 -1.282 9.363  C64 1.086
145 H 1.720 -0.650 -13.072  C37 1.074
146 H 1.931 4.575 -4.056  C48 1.088
147 H -1.024 3.814 9.078  C63 1.087
148 H -3.146 9.729 13.484  C41 1.089
149 H -0.431 4.148 -4.231  C57 1.088
150 H 3.719 -2.236 -18.414  C80 1.088
151 H 4.491 -3.061 0.869  C52 1.086
152 H -1.224 -0.600 2.803  C44 1.077
153 H -1.158 -3.383 -7.443  C46 1.086
154 H -1.195 -0.819 -8.672  C39 1.087
155 H 1.450 -2.295 -10.986  C49 1.070
156 H 1.995 0.056 3.466  C53 1.085
157 H -1.168 -0.777 6.831  N30 1.017
158 H 2.004 -1.571 -16.367  C55 1.087
159 H 3.805 -4.280 3.938  O19 0.961
160 H -1.964 4.017 4.954  C72 1.089
161 H -1.429 -0.342 -1.873  C68 1.085
162 H 1.079 -1.487 -8.106  C66 1.089

Here are the Löwdin charges for atoms 1 to 99, given in e: 0.75, 0.58, 0.93, 1.14, 0.67, 0.66, 0.67, 0.66, 0.65, 0.41, -0.33, -0.32, -0.33, -0.32, -0.32, -0.33, 0.08, 0.12, -0.11, -0.33, -0.31, -0.25, -0.34, -0.33, 0.04, -0.12, 0.05, -0.12, 0.06, 0.12, -0.04, -0.13, -0.22, -0.11, -0.21, -0.16, -0.09, -0.15, -0.15, -0.01, -0.23, -0.23, -0.73, -0.21, -0.18, -0.17, -0.10, -0.21, -0.09, -0.49, -0.80, -0.15, -0.15, -0.34, -0.22, -0.34, -0.21, -0.10, -0.15, -0.22, -0.21, -0.14, -0.21, -0.24, -0.22, -0.19, -0.26, -0.29, -0.02, -0.21, -0.40, -0.21, 0.01, -0.23, -0.21, -0.22, -0.60, -0.16, -0.19, -0.21, -0.23, -0.14, -0.23, -0.19, 0.11, 0.10, 0.12, 0.12, 0.11, 0.10, 0.10, 0.12, 0.12, 0.12, 0.07, -0.02, 0.11, 0.12, 0.12